The following is a DFT calculation (the ωB97M-V functional and the def2-TZVPD basis) of C9H8ClO3S as an isolated structure.

```
22
C9H8ClO3S | the OMol25 dataset | the ωB97M-V functional and the def2-TZVPD basis
C 2.230 -2.109 -0.496
C 2.610 -0.848 -0.084
C 0.889 -2.421 -0.428
C 1.687 0.014 0.535
C 0.010 -1.609 0.194
C 0.387 -0.372 0.751
C -0.332 2.591 0.013
C -2.029 0.786 -0.983
C -1.547 1.543 0.258
O 0.380 2.622 1.034
O -0.287 3.185 -1.052
O -1.940 -0.461 1.968
S -0.880 0.526 1.679
Cl -2.855 2.408 1.100
H 2.884 -2.846 -0.895
H 3.560 -0.380 -0.079
H 0.652 -3.531 -0.576
H 2.178 0.979 0.842
H -1.069 -1.772 0.165
H -1.389 -0.097 -1.182
H -3.113 0.264 -0.904
H -2.027 1.528 -1.860
```

The molar mass is 231.68 g/mol. As for the total charge: -1. As for the HOMO energy: -4.764 eV. Its LUMO energy is 0.119 hartree. The HOMO-LUMO gap comes out at 8.0 eV. The energy relative to the best compared isomer or geometry (same formula, charge and spin) is 0.0 kcal per mole. The calculated total energy comes out at -1431.88167 a.u.

Want to see where the charge sits? The Mulliken charges in e are: number 1, C, carries -0.378; number 2, C, carries -0.546; number 3, C, carries -0.515; number 4, C, carries 0.116; number 5, C, carries -0.358; number 6, C, carries -0.018; number 7, C, carries 0.458; number 8, C, carries -0.995; number 9, C, carries 0.696; number 10, O, carries -0.678; number 11, O, carries -0.710; number 12, O, carries -0.673; number 13, S, carries 0.362; number 14, Cl, carries -0.247; number 15, H, carries 0.417; number 16, H, carries 0.362; number 17, H, carries 0.198; number 18, H, carries 0.304; number 19, H, carries 0.472; number 20, H, carries 0.214; number 21, H, carries 0.237; number 22, H, carries 0.281


The following is a DFT calculation (the ωB97M-V functional and the def2-TZVPD basis) of a 2-piece molecular cluster, C9H8F8IN2O2 overall.

```
30
C9H8F8IN2O2 | the OMol25 dataset | the ωB97M-V functional and the def2-TZVPD basis
O -2.022 2.457 5.019
C -1.168 1.324 4.610
C -0.321 1.391 3.168
C 0.617 0.052 2.808
C 0.561 -1.125 3.997
N -0.250 -1.042 5.246
N -1.003 0.074 5.430
I -2.148 0.066 7.201
H -1.457 3.275 5.242
H -0.351 2.299 2.432
H 1.247 -0.057 1.824
H 1.228 -2.099 3.834
C 0.223 -1.773 -2.342
C 1.045 -0.836 -1.444
C 0.286 0.378 -0.920
F -0.145 1.183 -1.916
F 1.092 1.144 -0.135
F 2.177 -0.466 -2.101
F 1.466 -1.573 -0.368
O 0.393 -1.600 -3.751
C -0.420 -0.590 -4.345
C 0.402 0.551 -4.955
F 1.165 1.172 -4.018
F -0.405 1.507 -5.490
F -1.332 -0.158 -3.442
F -1.130 -1.217 -5.323
H 0.592 -2.788 -2.149
H -0.835 -1.807 -2.056
H -0.575 0.079 -0.315
H 1.067 0.182 -5.740
```

The molar mass is 455.06 g/mol. As for the total charge: +1. As for the HOMO energy: -13.942 eV. Its LUMO energy is -0.205 hartree. The HOMO-LUMO gap comes out at 8.4 eV. The calculated total energy comes out at -1703.81989 a.u.

Want to see where the charge sits? The Mulliken charges in e are: number 1, O, carries -0.427; number 2, C, carries 0.482; number 3, C, carries -0.199; number 4, C, carries -0.113; number 5, C, carries -0.194; number 6, N, carries -0.359; number 7, N, carries -0.038; number 8, I, carries 0.362; number 9, H, carries 0.384; number 10, H, carries 0.370; number 11, H, carries 0.357; number 12, H, carries 0.355; number 13, C, carries -0.741; number 14, C, carries 0.990; number 15, C, carries 0.017; number 16, F, carries -0.211; number 17, F, carries -0.294; number 18, F, carries -0.276; number 19, F, carries -0.331; number 20, O, carries -0.393; number 21, C, carries 0.738; number 22, C, carries 0.195; number 23, F, carries -0.210; number 24, F, carries -0.247; number 25, F, carries -0.273; number 26, F, carries -0.285; number 27, H, carries 0.442; number 28, H, carries 0.341; number 29, H, carries 0.304; number 30, H, carries 0.255


The following is a DFT calculation (the ωB97M-V functional and the def2-TZVPD basis) of an isolated molecule of C9H8IN.

```
19
C9H8IN | the OMol25 dataset | the ωB97M-V functional and the def2-TZVPD basis
C -1.884 1.740 -1.017
C -0.774 1.254 -1.686
C -2.308 1.151 0.163
C -0.058 0.188 -1.168
C -1.605 0.073 0.674
C -0.457 -0.405 0.018
C -1.883 -0.674 1.908
C 0.315 -1.476 0.642
C 1.584 -1.129 1.320
N -1.215 -1.593 2.362
I -3.664 -0.078 3.018
H -2.423 2.589 -1.409
H -0.441 1.712 -2.606
H -3.167 1.544 0.688
H 0.821 -0.188 -1.670
H 0.163 -2.488 0.292
H 1.519 -0.141 1.771
H 2.399 -1.113 0.589
H 1.838 -1.860 2.079
```

The molar mass is 257.07 g/mol. As for the HOMO energy (spin up / spin down): -8.541 / -8.414 eV. Its LUMO energy (spin up / spin down) is -0.019 / -0.029 hartree. The HOMO-LUMO gap (spin up / spin down) comes out at 8.0 / 7.6 eV. The energy relative to the best compared isomer or geometry (same formula, charge and spin) is 18.1 kcal per mole. The calculated total energy comes out at -700.11705 a.u.

Want to see where the charge sits? The Mulliken charges in e are: number 1, C, carries -0.586; number 2, C, carries -0.592; number 3, C, carries -0.521; number 4, C, carries -0.443; number 5, C, carries 0.698; number 6, C, carries 0.430; number 7, C, carries 0.282; number 8, C, carries -0.188; number 9, C, carries -1.121; number 10, N, carries -0.731; number 11, I, carries -0.043; number 12, H, carries 0.383; number 13, H, carries 0.389; number 14, H, carries 0.202; number 15, H, carries 0.412; number 16, H, carries 0.386; number 17, H, carries 0.323; number 18, H, carries 0.333; number 19, H, carries 0.385


The following is a DFT calculation (the ωB97M-V functional and the def2-TZVPD basis) of an isolated molecule of C9H8N2.

```
19
C9H8N2 | the OMol25 dataset | the ωB97M-V functional and the def2-TZVPD basis
C -2.638 -1.214 -0.149
C -1.420 -0.572 0.459
C -1.334 -0.335 1.774
C -0.146 0.167 2.343
N 0.870 0.645 1.684
C 0.814 0.541 0.374
N 1.821 1.101 -0.301
C 2.044 0.770 -1.567
C 1.077 0.046 -2.376
C -0.058 -0.361 -1.670
C -0.203 -0.223 -0.315
H -2.501 -2.450 -0.373
H -3.664 -0.979 0.470
H -2.869 -0.738 -1.207
H -2.055 -0.708 2.428
H -0.095 0.174 3.407
H 2.995 1.060 -1.953
H 1.242 -0.327 -3.461
H -0.701 -1.167 -2.221
```

The molar mass is 144.18 g/mol. The SMILES is Cc1ccnc2ncccc12. As for the HOMO energy: -9.148 eV. Its LUMO energy is -0.006 hartree. The HOMO-LUMO gap comes out at 9.0 eV. The energy relative to the best compared isomer or geometry (same formula, charge and spin) is 40.2 kcal per mole. The calculated total energy comes out at -457.21455 a.u.

Want to see where the charge sits? The Mulliken charges in e are: number 1, C, carries -1.143; number 2, C, carries 0.620; number 3, C, carries -0.674; number 4, C, carries -0.251; number 5, N, carries -0.597; number 6, C, carries 0.224; number 7, N, carries -0.572; number 8, C, carries -0.239; number 9, C, carries -0.424; number 10, C, carries -0.334; number 11, C, carries 0.743; number 12, H, carries 0.247; number 13, H, carries 0.311; number 14, H, carries 0.304; number 15, H, carries 0.445; number 16, H, carries 0.414; number 17, H, carries 0.422; number 18, H, carries 0.290; number 19, H, carries 0.213


The following is a DFT calculation (the ωB97M-V functional and the def2-TZVPD basis) of C9H8N2 as an isolated structure.

```
19
C9H8N2 | the OMol25 dataset | the ωB97M-V functional and the def2-TZVPD basis
C 0.404 1.357 0.294
C -0.524 2.184 -0.436
C -1.519 1.596 -1.318
C -1.306 0.231 -1.522
C -0.529 -0.581 -0.638
C -0.718 -1.968 -0.396
C 0.248 -2.700 0.332
C 1.351 -2.065 0.741
C 0.486 0.088 0.156
H 1.664 1.639 2.024
H 0.979 3.077 0.999
H -0.357 3.257 -0.129
H -2.315 2.349 -1.535
H -2.363 -0.296 -1.830
H -1.422 -2.681 -1.031
H -0.355 -3.882 0.612
H 2.164 -2.678 1.375
N 0.785 2.204 1.495
N 1.306 -0.724 0.825
```

The molar mass is 144.18 g/mol. As for the HOMO energy: -7.954 eV. Its LUMO energy is -0.013 hartree. The HOMO-LUMO gap comes out at 7.6 eV. The energy relative to the best compared isomer or geometry (same formula, charge and spin) is 121.3 kcal per mole. The calculated total energy comes out at -457.08540 a.u.

Want to see where the charge sits? The Mulliken charges in e are: number 1, C, carries 1.146; number 2, C, carries -0.350; number 3, C, carries -0.388; number 4, C, carries -0.587; number 5, C, carries 0.822; number 6, C, carries -0.398; number 7, C, carries -0.203; number 8, C, carries -0.250; number 9, C, carries -0.417; number 10, H, carries 0.319; number 11, H, carries 0.237; number 12, H, carries 0.138; number 13, H, carries 0.325; number 14, H, carries 0.131; number 15, H, carries 0.236; number 16, H, carries 0.173; number 17, H, carries 0.261; number 18, N, carries -0.664; number 19, N, carries -0.527